No. 1
This record from OMol25 describes the molecule C2HBrF2S. The level of theory is the ωB97M-V functional and the def2-TZVPD basis.

The geometry in ORCA input format:
```
! RIJCOSX wB97M-V def2-TZVPD def2/J DEFGRID3
* xyz 0 1
Br -1.94 -1.26 0.17
S 0.22 0.89 1.38
F 1.71 0.33 -0.89
F -1.10 1.11 -0.95
C -0.61 0.29 -0.07
C 0.87 -0.16 -0.02
H 0.86 -1.22 0.38
*
```

Summary:
SMILES string   F[C@H]1S[C@]1(F)Br
M   175.0 g mol⁻¹
HOMO energy   -10.1 eV

No. 2
This record from OMol25 describes a structure of composition C2HBrF2S. The level of theory is the ωB97M-V functional and the def2-TZVPD basis.

The geometry in ORCA input format:
```
! RIJCOSX wB97M-V def2-TZVPD def2/J DEFGRID3
* xyz 0 1
Br -1.91 0.88 -0.75
S 2.35 -0.75 -1.17
F -1.23 -1.39 0.59
F -0.61 0.43 1.58
C -0.79 -0.16 0.40
C 1.06 -0.04 -0.42
H 1.13 1.03 -0.23
*
```

Summary:
M   175.0 g mol⁻¹
HOMO energy   -9.0 eV

No. 3
This record from OMol25 describes a structure of composition C2HBrI2. The level of theory is the ωB97M-V functional and the def2-TZVPD basis.

The geometry in ORCA input format:
```
! RIJCOSX wB97M-V def2-TZVPD def2/J DEFGRID3
* xyz 0 1
I 3.74 -1.63 -0.28
I 2.94 1.86 0.03
Br 0.32 -2.54 -0.03
C 0.38 -0.74 0.16
C 2.40 -0.11 0.12
H -0.07 -0.05 -0.52
*
```

Summary:
M   358.7 g mol⁻¹
HOMO energy (alpha / beta)   -7.9 / -9.0 eV

No. 4
This record from OMol25 describes a cluster of 2 separate species, C2HBrO3 in total. The level of theory is the ωB97M-V functional and the def2-TZVPD basis.

The geometry in ORCA input format:
```
! RIJCOSX wB97M-V def2-TZVPD def2/J DEFGRID3
* xyz 0 1
Br -0.87 -1.22 0.99
O 1.78 0.26 0.36
O -1.60 1.39 0.66
O 2.85 -0.51 -1.52
C 2.34 -0.23 -0.52
C -1.85 0.33 0.34
H -2.65 -0.02 -0.32
*
```

Summary:
SMILES string   O=C=O.O=CBr
M   152.9 g mol⁻¹
HOMO energy   -10.9 eV

> Among the records above, which one has the lowest M?

C2HBrO3

Repeat the fourth record exactly.
This record from OMol25 describes a cluster of 2 separate species, C2HBrO3 in total. The level of theory is the ωB97M-V functional and the def2-TZVPD basis.

The geometry in ORCA input format:
```
! RIJCOSX wB97M-V def2-TZVPD def2/J DEFGRID3
* xyz 0 1
Br -0.87 -1.22 0.99
O 1.78 0.26 0.36
O -1.60 1.39 0.66
O 2.85 -0.51 -1.52
C 2.34 -0.23 -0.52
C -1.85 0.33 0.34
H -2.65 -0.02 -0.32
*
```

Summary:
SMILES string   O=C=O.O=CBr
M   152.9 g mol⁻¹
HOMO energy   -10.9 eV

> Among the records above, which one has the highest M?

C2HBrI2

> Number 2 is which compound?

C2HBrF2S